No. 1
ORCA calculation (ωB97M-V with the def2-TZVPD basis set) on a structure of composition C30H26FeN6O2 at a distorted geometry.

Last column: natural (NBO) charge in e.
Cartesian coordinates (Å):
1 Fe 0.16 -0.34 -0.05  1.07
2 C 3.63 -1.06 2.78  -0.27
3 C 2.55 -0.38 2.19  0.07
4 N 2.15 -0.60 0.96  -0.45
5 C 2.84 -1.50 0.21  0.07
6 C 3.91 -2.26 0.71  -0.02
7 C 4.29 -2.02 2.05  -0.14
8 C 4.56 -3.19 -0.15  -0.26
9 C 4.14 -3.30 -1.44  -0.18
10 C 3.09 -2.51 -1.96  -0.29
11 C 2.43 -1.60 -1.17  0.26
12 N 1.41 -0.74 -1.50  -0.70
13 C 1.60 0.28 -2.41  0.18
14 C 2.28 0.26 -3.60  -0.28
15 C 2.37 1.43 -4.39  -0.17
16 C 1.80 2.61 -4.01  -0.25
17 C 1.13 2.68 -2.76  -0.09
18 C 0.54 3.86 -2.26  -0.11
19 C -0.04 3.84 -1.02  -0.27
20 C -0.04 2.65 -0.28  0.08
21 N 0.49 1.54 -0.72  -0.44
22 C 1.05 1.53 -1.96  0.21
23 H 3.92 -0.84 3.80  0.23
24 H 1.99 0.35 2.76  0.21
25 H 5.11 -2.57 2.48  0.22
26 H 5.38 -3.78 0.23  0.21
27 H 4.64 -4.00 -2.10  0.22
28 H 2.79 -2.64 -3.00  0.22
29 H 2.74 -0.65 -3.96  0.21
30 H 2.90 1.38 -5.33  0.21
31 H 1.85 3.49 -4.63  0.21
32 H 0.56 4.76 -2.85  0.21
33 H -0.51 4.73 -0.61  0.22
34 H -0.49 2.61 0.70  0.21
35 N -2.29 1.34 1.78  -0.81
36 C -2.07 1.15 3.11  0.19
37 C -2.65 1.96 4.06  -0.29
38 C -2.45 1.77 5.43  -0.16
39 C -1.68 0.74 5.89  -0.26
40 C -1.06 -0.11 4.95  -0.09
41 C -0.28 -1.21 5.37  -0.12
42 C 0.30 -2.02 4.44  -0.28
43 C 0.14 -1.69 3.08  0.05
44 N -0.57 -0.69 2.62  -0.48
45 C -1.20 0.09 3.55  0.17
46 H -2.18 0.59 1.10  0.44
47 H -3.03 1.99 1.55  0.39
48 H -3.30 2.76 3.72  0.21
49 H -2.94 2.44 6.13  0.22
50 H -1.54 0.56 6.94  0.21
51 H -0.17 -1.40 6.43  0.22
52 H 0.91 -2.87 4.72  0.22
53 H 0.69 -2.27 2.36  0.18
54 N -0.22 -2.36 0.12  -0.80
55 C -1.06 -2.86 -1.00  -0.21
56 C -2.43 -2.20 -0.94  -0.53
57 C -2.37 -0.74 -1.37  0.80
58 O -2.94 -0.37 -2.38  -0.63
59 O -1.67 0.04 -0.59  -0.86
60 H 0.69 -2.79 0.03  0.38
61 H -0.62 -2.70 0.99  0.38
62 H -1.17 -3.95 -0.93  0.18
63 H -0.54 -2.64 -1.93  0.22
64 H -2.77 -2.24 0.10  0.20
65 H -3.14 -2.73 -1.56  0.23

Calculated values
E_LUMO (alpha / beta) = -0.00646 / -0.00674 Ha
Kohn-Sham gap (alpha / beta) = 6.575 / 6.577 eV
E_tot = -78957.3216 eV
Energy above the lowest of the compared OMol25 structures with the same formula, charge and spin = 0.500 eV

---

No. 2
ORCA calculation (ωB97M-V with the def2-TZVPD basis set) on a structure of composition C30H26IInN4PS at a distorted geometry.

Last column: natural (NBO) charge in e.
Cartesian coordinates (Å):
1 In 1.06 -1.49 0.43  1.33
2 C 5.27 -0.16 -0.62  -0.68
3 C 3.83 -0.58 -0.54  0.40
4 N 3.15 -0.76 0.60  -0.42
5 N 3.80 -0.94 1.82  -0.43
6 C 3.51 -2.03 2.52  0.35
7 N 4.19 -2.20 3.70  -0.75
8 S 2.18 -3.10 2.16  -0.06
9 C 3.13 -0.94 -1.72  0.09
10 C 3.71 -0.79 -3.02  -0.13
11 C 3.18 -1.49 -4.10  -0.10
12 C 2.06 -2.31 -3.91  -0.18
13 C 1.47 -2.34 -2.65  0.08
14 N 1.96 -1.66 -1.56  -0.57
15 H 5.60 0.16 0.37  0.24
16 H 5.35 0.56 -1.41  0.27
17 H 5.86 -1.09 -0.90  0.29
18 H 4.59 -0.26 2.12  0.44
19 H 4.90 -1.52 4.03  0.43
20 H 4.30 -3.16 4.06  0.45
21 H 4.58 -0.20 -3.02  0.24
22 H 3.82 -1.53 -5.00  0.28
23 H 1.53 -2.82 -4.69  0.28
24 H 0.48 -2.83 -2.55  0.25
25 I -1.91 -3.39 -0.50  0.27
26 C -3.36 -1.95 -0.95  -0.17
27 C -4.29 -2.27 -1.95  -0.18
28 C -5.51 -1.65 -1.98  -0.19
29 C -5.79 -0.57 -1.20  -0.11
30 C -4.93 -0.21 -0.18  -0.07
31 C -5.42 0.61 0.87  -0.06
32 C -4.62 0.94 1.96  -0.24
33 C -3.33 0.47 2.03  -0.10
34 C -2.73 -0.23 0.90  -0.45
35 P -1.04 0.09 0.48  1.10
36 C -1.11 1.41 -0.72  -0.44
37 C -0.73 1.08 -2.02  -0.18
38 C -0.65 2.07 -3.02  -0.21
39 C -0.95 3.39 -2.70  -0.14
40 C -1.34 3.76 -1.34  -0.19
41 C -1.42 2.77 -0.39  -0.18
42 C -0.23 0.80 1.90  -0.45
43 C 0.54 1.94 1.71  -0.23
44 C 1.03 2.63 2.79  -0.13
45 C 0.99 2.08 4.05  -0.20
46 C 0.38 0.81 4.22  -0.16
47 C -0.26 0.14 3.11  -0.25
48 C -3.59 -0.82 -0.11  -0.06
49 H -4.11 -3.24 -2.41  0.24
50 H -6.34 -2.08 -2.55  0.26
51 H -6.70 0.00 -1.35  0.25
52 H -6.47 0.92 0.89  0.25
53 H -4.97 1.56 2.80  0.26
54 H -2.79 0.63 2.95  0.24
55 H -0.39 0.06 -2.25  0.20
56 H -0.37 1.82 -4.01  0.23
57 H -0.99 4.12 -3.54  0.26
58 H -1.44 4.83 -1.03  0.26
59 H -1.79 2.94 0.65  0.24
60 H 0.81 2.22 0.69  0.23
61 H 1.48 3.61 2.67  0.24
62 H 1.39 2.58 4.94  0.26
63 H 0.43 0.32 5.15  0.24
64 H -0.99 -0.69 3.33  0.25

Calculated values
Charge = +3
E_LUMO = -0.37793 Ha
Kohn-Sham gap = 5.164 eV
E_tot = -70863.6968 eV
Energy above the lowest of the compared OMol25 structures with the same formula, charge and spin = 0.956 eV

---

No. 3
ORCA calculation (ωB97M-V with the def2-TZVPD basis set) on the molecule C30H26N2O4.

Last column: natural (NBO) charge in e.
Cartesian coordinates (Å):
1 C 5.74 -0.07 0.57  -0.63
2 C 4.26 0.11 0.84  0.05
3 O 3.54 -1.13 0.68  -0.49
4 C 3.08 -1.44 -0.52  0.82
5 O 3.28 -0.79 -1.52  -0.61
6 C 2.16 -2.63 -0.46  -0.49
7 C 0.73 -2.07 -0.53  -0.41
8 C -0.32 -3.14 -0.46  -0.04
9 C -0.57 -3.95 -1.56  -0.16
10 C -1.54 -4.94 -1.49  -0.22
11 C -2.27 -5.13 -0.33  -0.22
12 C -2.02 -4.33 0.77  -0.21
13 C -1.05 -3.34 0.71  -0.22
14 C 3.95 0.46 2.34  0.54
15 O 4.83 0.42 3.18  -0.54
16 C 2.56 0.68 2.57  -0.42
17 C 1.69 0.95 1.55  0.05
18 C 0.27 1.02 1.69  -0.22
19 C -0.56 1.24 0.64  0.20
20 C -2.02 1.11 0.82  -0.07
21 C -2.72 2.02 1.60  -0.14
22 C -4.07 1.87 1.81  -0.17
23 C -4.74 0.79 1.24  -0.18
24 C -6.13 0.63 1.45  0.27
25 N -7.26 0.51 1.62  -0.28
26 C -4.04 -0.14 0.47  -0.14
27 C -2.69 0.02 0.26  -0.20
28 N -0.06 1.50 -0.62  -0.36
29 C -0.92 1.93 -1.70  -0.21
30 C -1.35 3.37 -1.52  -0.25
31 C -1.45 4.27 -2.72  -0.41
32 C -0.34 4.46 -1.74  -0.42
33 C 1.29 1.52 -0.79  0.12
34 C 2.16 1.22 0.21  -0.24
35 C 3.62 1.18 -0.03  0.60
36 O 4.22 1.97 -0.71  -0.51
37 H 6.24 0.90 0.66  0.24
38 H 5.89 -0.44 -0.44  0.23
39 H 6.17 -0.76 1.29  0.23
40 H 2.34 -3.29 -1.32  0.23
41 H 2.31 -3.18 0.47  0.23
42 H 0.59 -1.37 0.31  0.21
43 H 0.63 -1.51 -1.46  0.22
44 H -0.01 -3.80 -2.47  0.20
45 H -1.72 -5.57 -2.36  0.21
46 H -3.02 -5.90 -0.28  0.22
47 H -2.59 -4.47 1.68  0.22
48 H -0.87 -2.71 1.57  0.21
49 H 2.21 0.64 3.59  0.22
50 H -0.16 0.82 2.66  0.23
51 H -2.19 2.86 2.04  0.22
52 H -4.62 2.59 2.41  0.23
53 H -4.56 -0.99 0.05  0.24
54 H -2.14 -0.71 -0.31  0.23
55 H -0.37 1.82 -2.63  0.22
56 H -1.80 1.28 -1.75  0.22
57 H -2.07 3.52 -0.73  0.22
58 H -2.25 4.99 -2.75  0.22
59 H -1.21 3.85 -3.69  0.21
60 H -0.37 5.32 -1.09  0.22
61 H 0.66 4.19 -2.03  0.22
62 H 1.66 1.74 -1.78  0.23

Calculated values
E_LUMO = -0.01963 Ha
Kohn-Sham gap = 7.274 eV
SMILES = C[C@@]1(OC(=O)CCc2ccccc2)C(=O)C=C2C=C(c3ccc(C#N)cc3)N(CC3CC3)C=C2C1=O
E_tot = -42701.5037 eV
Energy above the lowest of the compared OMol25 structures with the same formula, charge and spin = 0.178 eV

---

- E_tot of number 3 (C30H26N2O4)?
  -42701.5037 eV

---

- What is the E_tot in the third record?
  -42701.5037 eV

---

- The lowest E_tot belongs to which entry?
  C30H26FeN6O2

---

- E_tot of number 2 (C30H26IInN4PS)?
  -70863.6968 eV